{
  "formula": "C24H34N3ReS5",
  "method": "wB97M-V/def2-TZVPD",
  "s2": 3.7833,
  "multiplicity": 4,
  "charge": 3,
  "energy_ha": -3167.5303,
  "de_lowest_kcal_mol": 0.6,
  "mol_weight_g_mol": 711.1,
  "homo_energy_ev": [-16.22, -16.86],
  "homo_lumo_gap_ev": [7.7, 6.2],
  "species": ["Re", "S", "S", "S", "S", "S", "N", "N", "N", "C", "C", "C", "C", "C", "C", "C", "C", "C", "C", "C", "C", "C", "C", "C", "C", "C", "C", "C", "C", "C", "C", "C", "C", "H", "H", "H", "H", "H", "H", "H", "H", "H", "H", "H", "H", "H", "H", "H", "H", "H", "H", "H", "H", "H", "H", "H", "H", "H", "H", "H", "H", "H", "H", "H", "H", "H", "H"],
  "coordinates": [[-0.3265, 0.5574, -0.0392], [1.8106, -0.7668, -0.0663], [-0.0240, 0.3330, 2.3593], [0.4465, 2.9052, 0.4425], [0.5254, 1.2291, -2.3661], [-2.3506, 1.7863, 0.0611], [-3.7936, -0.4843, 0.1606], [-4.6602, 1.3154, -1.0665], [-1.1056, -1.0450, -0.6311], [0.2820, -4.6881, 1.0160], [-2.8920, -1.0673, -2.8561], [-2.5767, -2.2178, -2.1202], [1.3183, 2.8513, -2.1003], [1.9292, 0.1086, -2.6197], [1.1393, 2.8979, 2.1075], [-0.3776, -3.5456, 0.6077], [-4.7239, -2.2292, -3.8867], [-0.4830, -4.4082, -1.6556], [-3.3574, -3.3676, -2.2704], [1.8210, 3.1638, -0.6956], [0.2397, 2.0344, 2.9609], [2.6177, -0.2596, 1.4567], [-4.7681, -1.5515, -0.1154], [-1.4721, -2.1868, -1.1555], [0.2101, -5.5363, -1.2462], [-3.9533, -1.0761, -3.7412], [-4.4314, -3.3675, -3.1486], [2.8299, -0.1097, -1.4122], [0.5815, -5.6799, 0.0838], [1.6101, -0.4656, 2.5796], [-0.7785, -3.4020, -0.7290], [-6.0221, 0.8602, -1.4009], [-3.7364, 0.7358, -0.3304], [2.1309, 2.9163, -2.8259], [-4.3122, -2.4854, 0.2013], [-4.4073, 2.2322, -1.4043], [-5.0348, -4.2574, -3.2611], [0.6265, 1.9393, 3.9766], [-4.9688, -1.6129, -1.1820], [2.4980, 0.5066, -3.4620], [-6.5068, 0.4257, -0.5331], [0.5571, 3.5717, -2.4035], [2.9626, 0.7667, 1.3633], [3.3434, 0.7933, -1.0969], [-6.5825, 1.7426, -1.6976], [1.4707, -0.8260, -2.9499], [0.4515, -6.3086, -1.9631], [2.1684, 2.5470, 2.0830], [3.5808, -0.8644, -1.6536], [1.1005, -6.5749, 0.4005], [3.4810, -0.9071, 1.6250], [-0.7673, 2.4510, 3.0258], [-4.1723, -0.2012, -4.3396], [1.9991, -0.1063, 3.5333], [-6.0022, 0.1535, -2.2276], [2.6661, 2.5516, -0.3915], [-3.1438, -4.2502, -1.6841], [-3.0330, -0.7212, 0.7761], [-5.6872, -1.4071, 0.4466], [-2.2746, -0.1801, -2.7548], [-0.6422, -2.7794, 1.3272], [-0.7703, -4.2970, -2.6921], [1.1318, 3.9227, 2.4803], [-5.5492, -2.2400, -4.5865], [0.5518, -4.8236, 2.0542], [2.1106, 4.2148, -0.6410], [1.3758, -1.5239, 2.6999]],
  "lowdin_spin": [1.7605, 0.0178, 0.0457, 0.0154, 0.0609, 0.1827, 0.0107, 0.0128, 0.4399, -0.0005, 0.0221, 0.0297, 0.0043, 0.0071, 0.0075, 0.0244, 0.0282, 0.0259, 0.0257, 0.0075, 0.0120, 0.0030, 0.0017, 0.1363, 0.0004, -0.0004, -0.0007, 0.0056, 0.0317, 0.0086, 0.0383, 0.0019, 0.0271, 0.0001, 0.0001, 0.0021, -0.0003, 0.0002, 0.0008, 0.0007, 0.0005, 0.0001, 0.0003, 0.0002, 0.0001, -0.0001, -0.0002, 0.0002, -0.0004, 0.0015, -0.0005, 0.0001, -0.0004, -0.0005, 0.0002, 0.0002, 0.0007, 0.0002, 0.0005, 0.0003, -0.0001, 0.0003, -0.0006, 0.0013, -0.0005, -0.0007, 0.0001]
}

***

{
  "formula": "C5H4N5S",
  "method": "wB97M-V/def2-TZVPD",
  "multiplicity": 1,
  "charge": -1,
  "smiles": "C=C[C@H](C#N)n1nnnc1[S-]",
  "energy_ha": -864.8897,
  "de_lowest_kcal_mol": 0.0,
  "mol_weight_g_mol": 166.2,
  "homo_energy_ev": -3.99,
  "homo_lumo_gap_ev": 7.4,
  "species": ["S", "N", "N", "N", "N", "N", "C", "C", "C", "C", "C", "H", "H", "H", "H"],
  "coordinates": [[1.5172, 1.8907, -1.1747], [-0.1624, -2.6689, -1.7918], [0.9209, -0.1796, 0.2917], [1.4608, -1.0448, 1.1942], [2.8715, 0.5154, 0.7940], [2.5801, -0.5482, 1.5405], [-0.2800, -0.4552, -0.5352], [-0.2856, -1.7163, -1.1992], [-2.0550, 1.0472, 0.4727], [1.8443, 0.7471, -0.0085], [-1.6064, -0.2026, 0.2624], [-0.2082, 0.3541, -1.2666], [-3.0027, 1.5007, 0.8525], [-1.4030, 1.7992, -0.0461], [-2.1916, -1.0388, 0.6140]],
  "mulliken_charge": [-0.5641, -0.4722, 0.5800, -0.4813, -0.4169, -0.4004, 0.2153, 0.0023, -0.6225, 0.4615, -0.3175, 0.2175, 0.2814, 0.2079, 0.3089]
}

***

{
  "formula": "C3H5Cl2N",
  "method": "wB97M-V/def2-TZVPD",
  "multiplicity": 1,
  "charge": 0,
  "smiles": "ClC(Cl)[C@H]1CN1",
  "energy_ha": -1092.3671,
  "de_lowest_kcal_mol": 41.3,
  "mol_weight_g_mol": 126.0,
  "homo_energy_ev": -9.46,
  "homo_lumo_gap_ev": 10.3,
  "species": ["Cl", "Cl", "N", "C", "C", "C", "H", "H", "H", "H", "H"],
  "coordinates": [[1.3918, -0.6820, -0.7759], [0.2900, 1.9450, 0.4103], [-0.7698, -1.2964, 1.1915], [-0.0312, 0.5100, -0.5185], [-1.1454, -0.2388, 0.2883], [-1.5031, -1.5739, -0.1650], [-2.5385, -2.0076, -0.1346], [-1.0996, -1.4872, 2.2063], [-2.0192, 0.4173, 0.5888], [-0.5169, 0.7664, -1.5151], [-0.9483, -2.2682, -0.8998]],
  "mulliken_charge": [-0.1757, -0.1569, -0.4758, 0.0413, -0.1497, -0.4170, 0.2576, 0.2362, 0.3674, 0.2919, 0.1806]
}

***

{
  "formula": "C3H7INO",
  "method": "wB97M-V/def2-TZVPD",
  "multiplicity": 1,
  "charge": 1,
  "energy_ha": -545.7500,
  "de_lowest_kcal_mol": 110.3,
  "mol_weight_g_mol": 200.0,
  "homo_energy_ev": [-12.94, -13.11],
  "homo_lumo_gap_ev": [6.9, 7.3],
  "species": ["I", "O", "N", "C", "C", "C", "H", "H", "H", "H", "H", "H", "H"],
  "coordinates": [[-3.4039, -2.4293, 1.9864], [-2.0950, -1.0032, 0.9279], [0.4782, 0.7552, -0.4673], [1.4425, 0.5751, 0.5977], [1.7132, 0.0531, -0.7624], [-2.1664, -0.3105, -0.0472], [1.4911, -0.2464, 1.2278], [0.2622, 1.6040, -0.9497], [2.3640, 0.5431, -1.3880], [-3.0467, -0.3105, -0.6624], [2.0883, 1.3916, 0.9274], [-0.6693, 0.4274, -0.3836], [1.5418, -1.0496, -1.0065]],
  "mulliken_charge": [0.3472, -0.3898, -0.0858, -0.4040, -0.2866, -0.2409, 0.3283, 0.3543, 0.3041, 0.3358, 0.2881, 0.2249, 0.2243]
}

***

{
  "formula": "C5H7NO",
  "method": "wB97M-V/def2-TZVPD",
  "multiplicity": 1,
  "charge": 0,
  "smiles": "[H]/N=C/C=C(/C)C=O",
  "energy_ha": -324.6509,
  "de_lowest_kcal_mol": 46.1,
  "mol_weight_g_mol": 97.1,
  "homo_energy_ev": -8.91,
  "homo_lumo_gap_ev": 9.2,
  "species": ["O", "N", "C", "C", "C", "C", "C", "H", "H", "H", "H", "H", "H", "H"],
  "coordinates": [[-0.5059, -2.2310, -0.3892], [1.8506, -0.7617, -0.1487], [-0.4922, 0.1602, 0.1279], [0.4987, 0.9962, 0.4869], [-0.1279, -1.1010, -0.6268], [1.8387, 0.4457, 0.2568], [-1.9724, 0.3422, 0.2428], [2.7436, 1.0448, 0.3955], [0.1548, -0.7596, -1.6505], [-2.4694, -0.1811, -0.5820], [-2.3160, -0.1378, 1.1664], [0.3577, 1.9986, 0.8832], [-2.2775, 1.3912, 0.2549], [2.7172, -1.2066, -0.4172]],
  "mulliken_charge": [-0.5813, -0.4039, 0.6014, -0.5861, 0.1139, -0.1280, -1.2357, 0.3955, 0.2800, 0.3365, 0.2669, 0.3894, 0.3734, 0.1780]
}

***

{
  "formula": "C4H5NO",
  "method": "wB97M-V/def2-TZVPD",
  "multiplicity": 1,
  "charge": 0,
  "smiles": "C=C=NC(C)=O",
  "energy_ha": -285.3665,
  "de_lowest_kcal_mol": 30.2,
  "mol_weight_g_mol": 83.1,
  "homo_energy_ev": -9.26,
  "homo_lumo_gap_ev": 10.1,
  "species": ["O", "N", "C", "C", "C", "C", "H", "H", "H", "H", "H"],
  "coordinates": [[0.8115, -1.8275, -0.3142], [-0.3047, -0.0987, 0.7069], [0.8355, -0.6806, 0.0604], [2.0304, 0.2560, 0.1073], [-1.4148, -0.0060, 0.1863], [-2.6166, 0.2433, -0.2859], [-3.3806, -0.5286, -0.2996], [2.7849, -0.0376, -0.6313], [-2.8533, 1.2397, -0.6315], [1.6798, 1.2857, -0.0239], [2.4278, 0.1544, 1.1254]],
  "mulliken_charge": [-0.5119, -0.3653, 0.6092, -0.8193, 0.7321, -0.9805, 0.2444, 0.2896, 0.2497, 0.3019, 0.2502]
}